DFT (wB97M-V/def2-TZVPD) results for a cluster of 7 separate species, C49H88FNO18P2 in total.

Output
Total charge = 0
Structure (SMILES) = CCCCCCCCC[C@H](O[C@@](CC=O)([PH2]=O)P(C)O)[C@@H](O[C@@H](CCCCO)NCC)[C@@H](F)CC.O=C1CCCO1.O=C1CCCO1.O=C1CCCO1.O=C1CCCO1.O=C1CCCO1.O=C1CCCO1
Kohn-Sham gap = 0.3087 Eh

Last column: Mulliken charge in e.
Geometry (Å):
C  -3.010  5.928  0.889  -1.063
C  -2.654  5.466  -0.617  0.109
C  -3.936  4.663  -1.167  -0.636
C  -3.544  3.233  -1.825  -0.219
C  -4.221  2.020  -1.016  -0.621
C  -3.735  0.572  -1.547  -0.880
C  -2.127  0.514  -1.408  0.616
C  -1.616  -0.883  -0.801  -0.840
C  -0.380  -1.524  -1.581  -0.722
C  1.029  -1.270  -0.833  -1.048
O  1.332  0.125  -1.050  0.229
C  1.600  0.845  0.170  0.765
C  0.361  0.958  1.178  0.028
C  0.899  1.725  2.491  -0.510
O  0.876  1.191  3.615  -0.451
P  3.119  0.261  1.139  0.781
O  3.983  1.386  1.725  -0.751
P  1.993  2.656  -0.378  -0.046
C  2.093  2.561  -2.285  -0.645
O  0.679  3.690  -0.015  -0.372
C  2.161  -2.158  -1.605  -0.038
O  3.176  -1.229  -2.013  -0.015
C  3.732  -1.540  -3.301  -0.204
C  4.609  -2.906  -3.310  -0.737
C  5.909  -2.780  -4.260  -0.299
C  7.086  -1.907  -3.619  -0.551
C  7.637  -0.907  -4.765  -0.211
O  8.799  -0.152  -4.330  -0.570
N  2.752  -1.485  -4.425  0.025
C  3.118  -0.500  -5.477  0.317
C  2.549  -1.042  -6.897  -1.048
C  2.659  -3.316  -0.636  0.276
F  2.940  -2.892  0.706  -0.426
C  1.471  -4.405  -0.514  -0.543
C  1.432  -5.324  -1.820  -0.646
H  -2.264  6.706  1.272  0.383
H  -4.032  6.413  0.970  0.308
H  -2.953  4.971  1.515  0.141
H  -2.458  6.420  -1.207  0.321
H  -1.704  4.829  -0.649  -0.169
H  -4.671  4.538  -0.306  0.303
H  -4.401  5.278  -2.013  0.256
H  -4.003  3.206  -2.876  0.353
H  -2.414  3.190  -1.862  0.060
H  -5.348  2.163  -1.149  0.437
H  -3.971  2.186  0.079  0.160
H  -4.246  -0.177  -0.849  0.383
H  -4.074  0.472  -2.625  0.250
H  -1.868  1.397  -0.723  -0.761
H  -1.620  0.768  -2.404  0.239
H  -2.495  -1.607  -0.942  0.651
H  -1.433  -0.846  0.318  0.162
H  -0.320  -0.996  -2.595  0.311
H  -0.597  -2.621  -1.754  0.265
H  0.899  -1.570  0.250  0.760
H  0.053  -0.074  1.563  0.370
H  -0.506  1.576  0.799  -0.377
H  1.367  2.771  2.439  0.253
H  2.611  -0.619  2.172  0.019
H  3.982  -0.580  0.339  -0.078
H  1.120  2.111  -2.656  0.088
H  3.010  1.945  -2.575  0.171
H  2.209  3.616  -2.690  0.431
H  0.958  4.471  0.492  0.299
H  1.607  -2.663  -2.458  0.331
H  4.504  -0.717  -3.514  0.008
H  3.979  -3.820  -3.537  0.131
H  5.035  -2.981  -2.248  0.322
H  6.318  -3.835  -4.404  0.371
H  5.620  -2.401  -5.292  0.045
H  6.793  -1.302  -2.707  0.191
H  8.003  -2.523  -3.317  0.402
H  7.919  -1.561  -5.655  0.146
H  6.770  -0.224  -5.023  0.206
H  8.499  0.773  -4.215  0.374
H  2.808  -2.416  -4.873  0.305
H  4.231  -0.355  -5.631  -0.225
H  2.541  0.454  -5.273  0.214
H  3.154  -0.623  -7.772  0.232
H  2.597  -2.170  -6.989  0.311
H  1.468  -0.734  -7.078  0.309
H  3.558  -3.893  -1.003  0.279
H  1.786  -5.065  0.368  0.458
H  0.477  -3.894  -0.335  0.072
H  2.390  -5.245  -2.427  0.029
H  1.168  -6.392  -1.549  0.233
H  0.579  -4.920  -2.475  0.247
O  -1.075  -1.042  9.255  -0.591
C  -0.534  -0.441  8.365  0.505
C  0.760  0.322  8.475  -0.455
C  0.740  1.169  7.217  -0.507
C  -0.063  0.314  6.264  -0.207
O  -1.001  -0.393  7.090  -0.287
H  1.592  -0.387  8.475  0.264
H  0.778  0.936  9.374  0.291
H  1.731  1.419  6.839  0.320
H  0.208  2.105  7.414  0.289
H  0.557  -0.415  5.736  0.207
H  -0.601  0.914  5.531  0.175
O  -6.388  5.322  3.270  -0.668
C  -5.776  4.411  3.764  0.334
C  -5.673  4.121  5.240  -0.325
C  -4.506  3.159  5.295  -0.486
C  -4.583  2.475  3.952  -0.174
O  -5.105  3.465  3.051  -0.330
H  -6.602  3.656  5.577  0.255
H  -5.471  5.031  5.804  0.343
H  -4.549  2.464  6.133  0.185
H  -3.570  3.722  5.371  0.355
H  -5.260  1.620  3.961  0.255
H  -3.601  2.146  3.604  0.258
O  5.886  -1.620  -7.630  -0.474
C  6.391  -1.033  -8.550  0.424
C  7.693  -0.279  -8.508  -0.183
C  7.621  0.552  -9.773  -0.608
C  6.770  -0.310  -10.679  -0.482
O  5.868  -0.999  -9.804  -0.387
H  8.519  -0.993  -8.535  0.301
H  7.755  0.347  -7.618  0.150
H  8.597  0.791  -10.198  0.346
H  7.105  1.494  -9.565  0.274
H  7.361  -1.051  -11.224  0.267
H  6.203  0.286  -11.395  0.336
O  -6.115  0.484  5.688  -0.620
C  -5.497  -0.426  6.177  0.557
C  -5.382  -0.724  7.649  -0.546
C  -4.211  -1.686  7.689  0.111
C  -4.299  -2.359  6.338  -0.563
O  -4.831  -1.363  5.454  -0.356
H  -6.308  -1.194  7.990  0.288
H  -5.179  0.182  8.218  0.291
H  -4.246  -2.387  8.523  0.451
H  -3.276  -1.122  7.763  -0.235
H  -4.976  -3.217  6.344  0.297
H  -3.321  -2.683  5.979  0.335
O  -9.148  5.571  6.939  -0.581
C  -9.693  6.090  6.002  0.531
C  -9.672  5.590  4.583  0.289
C  -10.155  6.801  3.811  -0.589
C  -11.044  7.495  4.819  -0.400
O  -10.460  7.210  6.096  -0.378
H  -10.361  4.747  4.492  0.296
H  -8.665  5.299  4.284  -0.347
H  -10.670  6.553  2.881  0.356
H  -9.304  7.442  3.564  0.240
H  -12.067  7.106  4.808  0.238
H  -11.075  8.574  4.663  0.337
O  1.574  -8.381  -0.581  -0.581
C  2.655  -8.640  -1.038  0.469
C  3.256  -10.016  -1.150  -0.454
C  4.716  -9.706  -1.408  -0.510
C  4.645  -8.374  -2.120  -0.462
O  3.497  -7.712  -1.570  -0.217
H  2.795  -10.537  -1.992  0.268
H  3.120  -10.579  -0.228  0.298
H  5.233  -10.475  -1.984  0.323
H  5.241  -9.590  -0.455  0.275
H  4.500  -8.485  -3.198  0.268
H  5.535  -7.769  -1.944  0.320

=====

DFT (wB97M-V/def2-TZVPD) results for a cluster of 2 separate species, C4H11N3O in total.

Output
Total charge = 0
Structure (SMILES) = C[C@@H](O)CN.N#CN
Kohn-Sham gap = 0.3739 Eh

Last column: Mulliken charge in e.
Geometry (Å):
C  -1.013  1.981  0.910  -1.344
C  -0.422  0.705  1.506  0.354
O  -1.436  -0.233  1.838  -0.564
C  0.506  -0.028  0.523  -0.749
N  -0.208  -0.632  -0.589  -0.604
H  -1.600  1.751  0.023  0.359
H  -1.662  2.475  1.633  0.378
H  -0.217  2.669  0.637  0.336
H  0.156  0.963  2.408  0.264
H  -2.075  0.192  2.418  0.315
H  1.010  -0.830  1.073  0.348
H  1.262  0.656  0.133  0.365
H  -1.039  -1.093  -0.226  0.201
H  -0.472  0.070  -1.303  0.280
N  0.978  -0.238  -3.258  -0.524
C  1.266  -1.109  -2.555  0.524
N  1.766  -2.113  -1.844  -0.485
H  1.937  -2.965  -2.358  0.250
H  1.263  -2.220  -0.968  0.295

=====

DFT (wB97M-V/def2-TZVPD) results for the ion C2H10N3 with charge +1.

Output
Total charge = +1
Structure (SMILES) = C[NH2+]NCN
Kohn-Sham gap = 0.4177 Eh

Last column: Mulliken charge in e.
Geometry (Å):
C  -1.965  -0.088  0.467  -0.953
N  -0.794  -0.006  -0.493  -0.016
N  0.163  1.013  -0.265  -0.479
C  1.353  0.453  0.487  -0.282
N  1.645  -0.783  -0.125  -0.579
H  -2.682  0.672  0.165  0.394
H  -2.578  -0.963  0.309  0.369
H  -1.784  0.061  1.472  0.356
H  -0.299  -0.919  -0.712  0.419
H  -1.377  0.091  -1.261  0.342
H  -0.269  1.821  0.139  0.257
H  1.171  0.477  1.576  0.387
H  2.159  1.124  0.313  0.319
H  2.060  -1.487  0.516  0.222
H  2.134  -0.607  -0.962  0.244

=====

HOMO energy across the listed records, respectively: -8.0, -9.4, -14.5 eV.
Max |F| across the listed records, respectively: 3.13, 1.47, 3.23 eV/Å.
Energy relative to the best compared isomer or geometry (same formula, charge and spin) across the listed records, respectively: 122.9, 38.9, 66.0 kcal/mol.